C3H7F2NO2S | ωB97M-V with the def2-TZVPD basis set

Calculated values
Relative energy (zero: lowest compared OMol25 entry of this formula, charge and spin) in kcal per mole: 86.1
LUMO energy (spin up / spin down) in hartree: 0.01168 / -0.01882

Last column: Löwdin charge in e.
Cartesian coordinates (Å):
C 1.51269 -1.14479 0.40723  -0.011
C -0.67127 0.42285 -1.36126  -0.103
C 1.60903 0.23739 -0.08624  -0.384
N -1.40127 1.57642 0.72477  -0.072
O -3.12954 0.07454 -0.64190  -0.293
O -1.42108 -0.95617 0.69605  -0.327
F 2.45092 0.67965 -1.00370  0.123
F 1.48778 1.23802 0.75225  0.119
S -1.81800 0.17094 -0.08550  0.507
H 0.56872 -1.56164 0.63531  0.044
H 2.12840 -1.87965 -0.09334  0.093
H 2.11398 -1.30688 1.31526  0.101
H -0.28023 1.40091 -1.51064  0.019
H -0.60099 -0.22296 -2.27258  0.070
H -2.06931 2.23241 1.00447  0.052
H -1.03693 1.46687 1.64252  0.061

Cartesian forces (eV/Å) of the 3 atoms listed first:
C 2.91 -0.83 1.03
C 1.85 -1.05 -0.50
C -2.24 0.50 -1.42